1.
C31H33BrFN2OTeW as an isolated structure, computed with ωB97M-V/def2-TZVPD.

```
71
Properties=species:S:1:pos:R:3:lowdin_spin:R:1
W -1.738 -2.478 -0.501 0.662
C -6.011 1.257 -1.429 0.003
C -5.136 0.053 -1.551 0.016
C -5.609 -1.154 -2.060 0.006
C -4.775 -2.263 -2.131 0.011
C -3.459 -2.170 -1.688 0.003
Br -2.118 -4.914 -0.535 0.087
N -3.025 -0.990 -1.165 0.024
C -3.820 0.087 -1.103 -0.005
H -6.958 1.104 -1.940 0.000
H -5.523 2.136 -1.847 0.001
H -6.221 1.457 -0.378 0.001
H -6.635 -1.240 -2.389 0.000
H -5.145 -3.198 -2.531 0.000
H -3.405 0.996 -0.681 0.000
C 0.586 3.003 5.869 0.010
C 0.493 2.196 4.621 0.045
C -0.713 1.603 4.241 0.016
C -0.825 0.870 3.074 0.050
C -2.106 0.184 2.714 0.018
C 0.305 0.770 2.253 0.268
Te 0.093 -0.279 0.296 0.687
N -0.114 -1.871 -1.402 0.342
C 0.335 -2.916 -0.617 0.109
O -0.168 -2.879 0.637 0.057
C 1.337 -3.861 -1.023 0.031
C 1.838 -4.806 -0.109 0.033
C 2.829 -5.679 -0.503 0.002
C 3.333 -5.627 -1.800 0.052
C 2.827 -4.702 -2.712 0.000
C 1.839 -3.821 -2.340 0.034
C 1.064 1.197 -0.918 0.075
C 2.308 0.923 -1.510 0.027
C 2.982 -0.413 -1.439 0.020
C 2.971 1.956 -2.159 0.001
C 2.429 3.232 -2.257 0.035
C 3.159 4.342 -2.922 0.007
C 1.157 3.456 -1.714 0.011
C 0.467 2.465 -1.047 0.022
C -0.900 2.738 -0.494 0.016
C 1.561 1.243 2.655 0.060
C 2.810 0.953 1.882 0.014
C 1.621 1.977 3.828 0.017
H -0.398 3.219 6.276 0.000
H 1.115 3.940 5.691 0.002
H 1.155 2.461 6.628 0.003
H -1.577 1.707 4.882 0.001
H -2.918 0.480 3.374 0.001
H -1.973 -0.897 2.821 0.001
H -2.402 0.416 1.683 0.009
H 1.436 -4.823 0.893 0.001
H 3.204 -6.410 0.198 -0.001
H 4.122 -6.300 -2.102 0.002
H 3.207 -4.670 -3.723 -0.001
H 1.435 -3.098 -3.037 0.002
H 2.347 -1.166 -0.966 0.014
H 3.913 -0.334 -0.877 0.002
H 3.241 -0.755 -2.440 0.000
H 3.947 1.756 -2.580 0.000
H 4.136 4.027 -3.276 0.000
H 3.284 5.175 -2.229 0.002
H 2.584 4.725 -3.767 0.002
H 0.702 4.432 -1.817 0.001
H -1.291 3.674 -0.886 0.001
H -0.875 2.802 0.596 0.001
H -1.574 1.933 -0.794 0.008
H 2.697 -0.001 1.362 0.007
H 3.666 0.889 2.549 0.001
H 2.997 1.740 1.151 0.001
H 2.578 2.370 4.143 0.002
F -2.697 -2.230 1.069 0.066
```

Computed properties:
highest occupied orbital energy (alpha / beta) = -13.540 / -14.445 eV
2S+1 = 4
molecular weight = 859.96 g/mol
charge = +2
total energy = -4394.1660 Ha
orbital gap (alpha / beta) = 6.752 / 4.572 eV
relative energy (zero: lowest compared OMol25 entry of this formula, charge and spin) = 59.0 kcal per mole

=====

2.
C31H33ClN2O2RhSi2 as an isolated structure, computed with ωB97M-V/def2-TZVPD.

```
72
Properties=species:S:1:pos:R:3:lowdin_spin:R:1
C 4.251 -2.613 0.095 0.157
C 3.191 -3.316 -0.591 0.146
C 2.698 -2.474 -1.640 0.109
H 2.846 -4.337 -0.378 0.013
C 3.476 -1.257 -1.627 0.155
C 4.441 -1.344 -0.566 0.135
H 5.179 -0.590 -0.287 0.010
H 4.866 -2.994 0.909 0.012
H 1.879 -2.741 -2.316 0.011
H 3.405 -0.423 -2.324 0.014
Rh 2.567 -1.560 0.130 1.930
Si -0.438 -0.124 -1.751 0.074
C -2.145 -0.393 -0.977 0.026
C -2.977 0.675 -0.643 0.005
H -2.580 1.694 -0.623 0.003
C -4.319 0.451 -0.323 0.002
H -4.945 1.279 0.007 0.000
C -4.857 -0.833 -0.386 0.000
H -5.907 -1.007 -0.133 0.000
C -4.035 -1.894 -0.774 0.002
H -4.453 -2.899 -0.858 0.000
C -2.674 -1.683 -1.021 0.004
H -2.012 -2.525 -1.259 0.000
C -1.152 1.089 -3.093 0.011
C -1.849 0.478 -4.147 0.002
H -1.782 -0.606 -4.279 0.000
C -2.687 1.232 -4.982 0.000
H -3.302 0.729 -5.723 0.000
C -2.759 2.626 -4.875 0.001
H -3.398 3.223 -5.536 0.000
C -1.964 3.246 -3.914 0.000
H -1.944 4.334 -3.838 0.000
C -1.199 2.492 -3.004 0.002
H -0.656 3.040 -2.224 0.002
H -0.037 -1.493 -2.168 0.005
Si -0.968 1.889 2.097 0.033
C 0.066 1.907 0.523 0.196
C 0.588 0.775 -0.321 0.163
H 1.059 -0.030 0.311 0.059
C 1.354 1.126 -1.502 0.230
H 1.727 0.360 -2.204 0.011
C 1.760 2.442 -1.742 0.000
H 2.349 2.640 -2.641 -0.004
C 1.385 3.441 -0.855 0.239
H 1.701 4.459 -1.051 0.014
C 0.606 3.155 0.284 0.010
H 0.417 3.970 0.988 -0.004
C -1.685 0.208 2.404 0.000
C -0.740 -0.796 2.171 0.003
H 0.329 -0.541 2.102 0.002
C -1.153 -2.128 2.040 0.002
H -0.505 -2.870 1.560 0.002
C -2.399 -2.502 2.551 0.000
H -2.645 -3.559 2.648 0.000
C -3.289 -1.506 2.951 0.000
H -4.231 -1.806 3.398 0.000
C -2.987 -0.152 2.768 0.001
H -3.762 0.601 2.903 0.000
H -2.003 2.857 2.199 0.004
Cl 0.256 2.288 3.690 0.009
C 4.209 1.456 3.799 0.001
O 3.289 0.325 3.959 0.006
C 2.802 -0.358 2.932 0.012
O 2.544 0.098 1.787 0.063
N 2.533 -1.644 3.257 0.008
N 2.206 -2.528 2.159 0.100
H 5.096 1.141 3.233 0.000
H 4.497 1.736 4.817 0.000
H 3.694 2.291 3.313 0.000
H 3.091 -2.024 4.021 0.002
H 1.257 -2.871 2.324 0.007
H 2.829 -3.337 2.246 0.002
```

Computed properties:
highest occupied orbital energy (alpha / beta) = -8.803 / -10.605 eV
2S+1 = 5
molecular weight = 660.15 g/mol
charge = +1
total energy = -2610.3538 Ha
orbital gap (alpha / beta) = 6.183 / 4.943 eV
relative energy (zero: lowest compared OMol25 entry of this formula, charge and spin) = 0.0 kcal per mole

=====

3.
C31H33ClN2O2Si2Ti as an isolated structure, computed with ωB97M-V/def2-TZVPD.

```
72
Properties=species:S:1:pos:R:3:lowdin_spin:R:1
C -1.577 -0.354 5.549 0.018
C -2.303 0.094 4.386 0.009
C -2.250 -0.945 3.396 0.005
H -2.887 1.009 4.314 0.001
C -1.504 -2.046 3.945 0.009
C -1.099 -1.688 5.277 0.021
H -0.591 -2.345 5.985 0.002
H -1.558 0.149 6.517 0.001
H -2.747 -0.936 2.432 0.001
H -1.327 -2.999 3.455 0.000
Ti -0.156 -0.290 3.861 0.895
Si 0.276 -0.164 1.285 -0.010
C -0.557 1.362 0.577 0.004
C 0.148 2.060 -0.411 0.000
H 1.141 1.716 -0.699 0.000
C -0.401 3.177 -1.037 0.000
H 0.158 3.689 -1.819 0.000
C -1.674 3.626 -0.674 0.000
H -2.109 4.489 -1.177 0.000
C -2.370 2.965 0.340 0.000
H -3.355 3.322 0.643 0.000
C -1.824 1.838 0.965 0.002
H -2.403 1.324 1.735 0.001
C -0.384 -1.693 0.435 -0.002
C -1.473 -1.655 -0.449 -0.001
H -1.914 -0.698 -0.731 0.000
C -2.029 -2.843 -0.939 0.000
H -2.893 -2.800 -1.604 0.000
C -1.496 -4.080 -0.563 -0.001
H -1.938 -5.008 -0.937 0.000
C -0.398 -4.125 0.303 0.000
H 0.028 -5.084 0.602 0.000
C 0.152 -2.941 0.799 -0.001
H 0.997 -2.975 1.487 0.000
H 1.714 -0.096 0.923 -0.006
Si 2.487 0.300 -4.002 0.000
C 1.771 -1.345 -4.485 0.000
C 0.837 -1.449 -5.529 0.000
H 0.568 -0.565 -6.111 0.000
C 0.230 -2.678 -5.816 0.000
H -0.503 -2.742 -6.622 0.000
C 0.564 -3.819 -5.076 0.000
H 0.087 -4.776 -5.296 0.000
C 1.528 -3.730 -4.065 0.000
H 1.821 -4.621 -3.505 0.000
C 2.132 -2.502 -3.779 0.000
H 2.889 -2.447 -2.996 0.000
C 1.300 1.621 -4.559 0.000
C -0.015 1.665 -4.084 0.000
H -0.369 0.907 -3.381 0.000
C -0.879 2.690 -4.488 0.000
H -1.887 2.733 -4.070 0.000
C -0.448 3.659 -5.402 0.000
H -1.119 4.468 -5.696 0.000
C 0.847 3.583 -5.931 0.000
H 1.181 4.318 -6.668 0.000
C 1.714 2.566 -5.514 0.000
H 2.720 2.482 -5.930 0.000
H 3.824 0.548 -4.581 0.000
Cl 2.790 0.256 -1.967 0.000
C 2.657 0.180 7.614 0.000
O 2.106 1.312 6.839 0.000
C 1.417 1.057 5.750 0.004
O 1.335 -0.093 5.200 0.017
N 0.756 2.093 5.226 0.011
N -0.100 1.847 4.104 0.014
H 2.436 0.413 8.656 0.000
H 3.731 0.154 7.424 0.000
H 2.184 -0.763 7.329 0.000
H 0.787 2.999 5.716 0.000
H 0.248 2.335 3.267 0.002
H -1.021 2.283 4.260 0.001
```

Computed properties:
highest occupied orbital energy (alpha / beta) = -10.353 / -10.254 eV
2S+1 = 2
molecular weight = 605.11 g/mol
charge = +1
total energy = -3349.5663 Ha
orbital gap (alpha / beta) = 7.318 / 7.340 eV
relative energy (zero: lowest compared OMol25 entry of this formula, charge and spin) = 0.0 kcal per mole

=====

4.
C31H33CoN3PS3 as an isolated structure, computed with ωB97M-V/def2-TZVPD.

```
72
Properties=species:S:1:pos:R:3:lowdin_spin:R:1
Co -0.095 -0.167 0.875 2.675
C -3.042 0.737 1.811 0.003
C -2.739 -0.660 2.331 0.003
N -1.294 -0.828 2.586 0.043
C -0.797 -0.216 3.835 0.005
C -0.500 1.284 3.757 0.006
S 0.335 1.850 2.218 0.045
C -0.853 3.080 1.594 0.003
C -1.891 2.534 0.600 0.003
N -2.116 1.089 0.720 0.051
H -2.927 1.461 2.615 0.000
H -4.084 0.786 1.487 0.001
H -3.022 -1.399 1.579 0.000
H -3.327 -0.852 3.233 0.001
H -1.140 -1.827 2.676 0.005
H 0.120 -0.733 4.110 0.000
H -1.519 -0.367 4.644 0.001
H 0.163 1.546 4.580 0.001
H -1.399 1.882 3.858 0.000
H -0.246 3.840 1.106 0.000
H -1.308 3.541 2.469 0.001
H -1.544 2.728 -0.411 0.000
H -2.823 3.090 0.738 0.002
H -2.528 0.781 -0.156 0.000
S 0.113 -2.849 0.351 0.533
C 1.380 -2.495 1.394 0.014
N 1.586 -1.239 1.794 0.144
C 2.553 -1.176 2.753 0.075
C 3.012 -0.024 3.416 0.030
C 3.935 -0.163 4.420 0.033
C 4.445 -1.429 4.778 0.094
C 4.051 -2.571 4.116 -0.011
C 3.109 -2.444 3.099 0.103
S 2.403 -3.693 2.143 0.047
H 2.646 0.951 3.128 0.000
H 4.285 0.714 4.947 0.000
H 5.169 -1.502 5.577 0.004
H 4.459 -3.538 4.376 -0.002
C -1.763 3.712 -3.455 0.003
C -0.476 3.694 -2.931 0.000
C 0.016 2.540 -2.345 0.002
C -0.772 1.387 -2.295 0.003
C -2.067 1.415 -2.808 0.003
C -2.557 2.577 -3.391 0.000
P -0.050 -0.107 -1.527 0.035
C -1.063 -1.462 -2.231 0.011
C -0.717 -2.178 -3.373 0.007
C -1.586 -3.134 -3.884 0.000
C -2.797 -3.392 -3.261 0.004
C -3.141 -2.695 -2.110 0.001
C -2.278 -1.743 -1.598 0.001
C 1.578 -0.174 -2.336 0.010
C 1.683 0.115 -3.701 0.002
C 2.901 -0.023 -4.343 0.001
C 4.025 -0.418 -3.627 0.000
C 3.936 -0.655 -2.265 0.000
C 2.713 -0.539 -1.619 0.003
H -2.145 4.613 -3.916 0.000
H 0.147 4.578 -2.984 0.000
H 1.015 2.527 -1.923 0.000
H -2.689 0.529 -2.769 0.000
H -3.556 2.588 -3.805 0.000
H 0.230 -2.014 -3.861 0.000
H -1.306 -3.676 -4.777 0.000
H -3.462 -4.143 -3.663 0.000
H -4.082 -2.901 -1.616 0.000
H -2.539 -1.217 -0.685 0.000
H 0.818 0.461 -4.253 0.000
H 2.972 0.185 -5.403 0.000
H 4.974 -0.526 -4.136 0.000
H 4.821 -0.927 -1.706 0.000
H 2.645 -0.719 -0.552 0.001
```

Computed properties:
highest occupied orbital energy (alpha / beta) = -13.757 / -14.009 eV
2S+1 = 5
molecular weight = 633.73 g/mol
charge = +2
total energy = -4283.5878 Ha
orbital gap (alpha / beta) = 8.362 / 5.140 eV
relative energy (zero: lowest compared OMol25 entry of this formula, charge and spin) = 3.3 kcal per mole